162
Properties=species:S:1:pos:R:3:forces:R:3:mulliken_charge:R:1 method="wB97M-V/def2-TZVPD" e_lumo_ev=0.362 e_tot_ha=-2726.81691 smiles=CC1(C)CCCC(C)(C)N1O.CC1(C)CCCC(C)(C)N1O.CC1(C)CCCC(C)(C)N1O.CC1(C)CCCC(C)(C)N1O.COCCNCCOC.CO.CO.CO homo_ev=-8.294
C -12.8113 0.1498 -1.7314 -0.83 -0.21 0.06 -1.8900
C -13.0556 -0.0018 -0.2024 0.55 1.82 -0.26 1.4265
C -11.8356 0.4843 0.5978 -0.30 1.38 -0.30 -1.6275
C -14.3568 0.9162 0.0546 1.16 -1.84 0.10 -1.0257
C -15.1392 0.5281 1.2562 -0.43 -1.61 1.20 -0.7531
C -15.2850 -1.0095 1.3645 -1.07 1.07 -0.55 -1.5635
C -14.0335 -1.8082 1.2591 -1.62 -1.00 0.16 1.5134
C -13.3134 -1.7594 2.6016 0.82 -0.66 -0.50 -1.6470
C -14.6578 -3.2707 1.0513 1.14 -0.17 -0.09 -1.8490
N -13.2965 -1.3807 0.0755 -2.33 -1.18 0.59 0.3313
O -12.1501 -2.1633 -0.0489 0.64 -0.14 -0.50 -0.5034
H -11.8402 -0.1090 -2.1533 0.14 0.07 0.42 0.3630
H -13.5535 -0.5073 -2.1849 0.03 -0.20 -0.19 0.4877
H -13.1302 1.1367 -2.0666 0.48 0.23 0.08 0.3619
H -12.0078 0.5163 1.6737 0.08 -0.44 0.01 0.3161
H -10.9066 -0.0182 0.3286 -0.25 -0.27 0.21 0.3162
H -11.6962 1.5332 0.3363 0.20 0.21 -0.12 0.4846
H -14.0717 1.9558 0.2157 0.13 0.02 -0.89 0.4027
H -15.0699 0.7089 -0.7433 0.47 0.58 -0.65 0.4301
H -14.6694 0.9111 2.1621 -0.37 0.24 0.18 0.3434
H -16.1543 0.8819 1.0754 0.01 0.52 0.75 0.3859
H -15.9471 -1.3415 0.5648 -0.07 0.25 -0.36 0.4879
H -15.7979 -1.3838 2.2505 -0.04 0.57 0.34 0.4569
H -12.3416 -2.2079 2.3954 0.23 -0.04 0.54 0.3942
H -13.8647 -2.3876 3.3013 0.15 0.12 0.13 0.4252
H -13.1616 -0.7681 3.0286 -0.16 0.02 -0.16 0.3110
H -15.4306 -3.3442 0.2861 0.42 0.47 -0.53 0.4318
H -15.1975 -3.7000 1.8954 0.27 0.59 0.65 0.4008
H -13.8768 -4.0031 0.8471 0.10 -0.01 -0.21 0.4214
H -12.3709 -2.6266 -0.8602 0.46 -0.38 -0.09 0.3671
C 0.1659 10.6948 6.5342 -0.39 0.90 -0.38 -1.9249
C 0.5009 9.7848 5.3457 1.85 -0.08 0.69 1.3983
C 2.0382 10.1207 5.0628 -1.41 0.43 -1.61 -1.6940
C 0.3721 8.3161 5.8028 0.22 0.05 -1.38 -0.9553
C 0.4250 7.3729 4.5833 -1.23 0.13 0.35 -0.8024
C -0.5977 7.6979 3.4315 2.46 0.15 1.96 -1.0109
C -0.4888 9.1957 3.0498 0.72 -2.39 -1.88 1.4407
C 0.6789 9.2930 1.9999 1.36 0.57 0.97 -1.7224
C -1.6941 9.4301 2.1721 -1.26 1.56 -0.32 -1.9906
N -0.4353 10.0632 4.2071 0.34 -3.50 2.21 0.1667
O -0.3068 11.3520 3.8686 -0.24 2.71 -1.20 -0.4602
H -0.9187 10.7997 6.5615 -0.05 -0.15 0.66 0.4528
H 0.6505 10.4365 7.4757 -0.47 -1.00 0.03 0.4249
H 0.5701 11.7049 6.4677 -0.13 0.22 -0.84 0.3942
H 2.5196 9.4311 4.3694 0.29 -0.60 0.73 0.3156
H 2.0430 11.0006 4.4196 -0.17 0.49 0.21 0.4295
H 2.5872 10.4129 5.9580 0.03 -0.62 -0.03 0.4166
H 1.2448 8.0088 6.3790 -0.01 0.48 0.41 0.3269
H -0.5096 8.1665 6.4260 -0.20 0.01 -0.17 0.4367
H 1.4494 7.3582 4.2111 -0.04 -0.05 -0.14 0.3126
H 0.1728 6.3895 4.9801 0.29 -0.30 -0.25 0.3859
H -1.5694 7.3321 3.7633 -0.18 0.34 -0.38 0.4183
H -0.1604 7.1320 2.6090 -0.88 -0.13 -0.30 0.3637
H 1.6914 9.0595 2.3291 0.01 -0.25 0.97 0.3276
H 0.8301 10.3347 1.7169 -0.49 -0.02 -0.60 0.3818
H 0.6275 8.5851 1.1727 -0.88 0.44 -0.26 0.4746
H -1.8407 8.7331 1.3469 0.46 -0.39 0.30 0.3741
H -1.6093 10.3903 1.6632 0.01 0.28 -0.03 0.4887
H -2.6430 9.4689 2.7069 -0.01 -0.15 0.36 0.4545
H -1.2340 11.5763 3.7609 0.00 0.89 -0.07 0.3758
C 5.1528 -9.1019 -3.4088 -0.09 0.72 -0.42 -1.8536
C 3.9889 -8.1571 -3.7579 0.13 1.59 1.75 1.1421
C 2.6462 -8.9332 -3.4151 0.56 0.15 -2.27 -1.4247
C 4.0236 -6.8885 -2.7393 -1.86 0.33 -0.93 -1.1537
C 3.0557 -5.7230 -3.1754 0.09 -1.12 -0.19 -0.6063
C 3.5014 -5.2483 -4.5120 0.41 -1.64 -0.55 -1.2076
C 3.5632 -6.4134 -5.6253 -2.75 0.23 2.58 1.7495
C 2.0633 -6.7496 -5.9522 -0.60 0.71 -0.47 -1.8668
C 4.2789 -5.8648 -6.7890 0.40 -0.64 -1.46 -1.9743
N 4.2462 -7.6311 -5.1254 0.08 1.74 2.11 0.2274
O 4.2745 -8.6221 -6.0909 -0.19 -0.59 -0.65 -0.4604
H 5.0089 -9.3853 -2.3662 0.13 -0.68 -0.22 0.4047
H 5.1833 -9.8806 -4.1709 -0.39 -0.61 0.59 0.4516
H 6.1457 -8.6647 -3.5141 -0.09 0.62 0.20 0.3940
H 2.2464 -8.8820 -2.4024 0.46 0.18 -0.03 0.2717
H 1.9008 -8.5794 -4.1274 -0.28 -0.01 0.34 0.3581
H 2.8167 -9.9673 -3.7143 -0.15 -0.20 0.30 0.4117
H 3.4884 -7.1821 -1.8362 1.14 -0.57 0.49 0.4098
H 5.0258 -6.4779 -2.6171 0.04 -0.30 0.25 0.4092
H 2.0269 -6.0825 -3.1533 -0.12 -0.26 -0.23 0.3140
H 3.0008 -4.8114 -2.5803 0.56 -0.35 0.84 0.3854
H 4.5168 -4.9376 -4.2661 0.23 0.54 -0.81 0.3287
H 2.8506 -4.4191 -4.7894 0.35 0.02 -0.74 0.4907
H 1.8621 -7.5822 -6.6263 0.64 -0.14 -0.10 0.3826
H 1.5574 -5.8980 -6.4072 0.34 0.35 -0.45 0.4466
H 1.3698 -6.9086 -5.1265 0.65 -0.17 0.58 0.3735
H 4.0459 -6.5344 -7.6170 0.13 0.25 -0.47 0.4363
H 5.3569 -5.9323 -6.6429 0.06 0.33 0.14 0.4198
H 3.9702 -4.8510 -7.0438 0.04 -0.08 0.07 0.3778
H 5.1586 -8.4997 -6.4444 0.10 -0.39 -0.28 0.3620
C 8.6848 -3.3179 1.5616 -0.24 -0.22 0.26 -1.5532
C 10.0096 -3.4489 2.3132 1.80 -0.76 -1.94 1.5631
C 11.2129 -2.9861 1.4185 -0.33 -0.62 -1.17 -1.8989
C 10.1020 -2.5919 3.5252 -0.41 1.00 1.06 -1.1827
C 9.2639 -3.1698 4.6079 -0.92 -0.27 0.50 -0.7165
C 9.7229 -4.5812 4.9859 -0.31 0.95 0.27 -0.9689
C 9.6140 -5.6044 3.8095 2.51 0.22 0.22 1.1388
C 10.6378 -6.8314 4.2190 -2.13 1.22 -0.27 -1.6479
C 8.1705 -6.0984 3.5698 1.04 -0.49 0.34 -1.4841
N 10.3073 -4.8512 2.6876 0.23 -1.34 0.47 0.0558
O 10.4466 -5.7203 1.5436 0.03 0.83 0.79 -0.4354
H 8.2738 -2.3175 1.6968 0.02 0.06 -0.45 0.3167
H 7.9422 -4.0117 1.9556 -0.01 0.10 0.13 0.3184
H 8.7988 -3.6038 0.5159 0.05 0.39 -0.10 0.4234
H 11.4684 -3.5974 0.5530 -0.47 -1.04 0.26 0.4042
H 12.1595 -2.9652 1.9586 -0.27 0.58 0.25 0.4003
H 10.9674 -2.1116 0.8160 0.05 0.88 0.91 0.4308
H 11.1067 -2.4204 3.9117 0.33 -0.61 -0.25 0.3355
H 9.7809 -1.5680 3.3338 -0.27 0.03 -0.50 0.4119
H 8.2167 -3.2221 4.3101 -0.23 -0.04 -0.35 0.2959
H 9.2037 -2.4976 5.4638 0.41 -0.15 0.31 0.4389
H 9.1727 -4.7534 5.9110 -0.24 -1.10 -0.18 0.4428
H 10.7567 -4.4754 5.3146 0.23 -0.33 -0.25 0.3323
H 10.7404 -7.5852 3.4384 0.07 0.27 -0.09 0.3505
H 11.5993 -6.4498 4.5624 -0.11 0.10 -0.34 0.3722
H 10.1399 -7.2994 5.0683 0.11 -0.21 0.16 0.4071
H 8.0536 -6.8660 2.8048 0.33 0.38 -0.66 0.3815
H 7.9630 -6.7250 4.4373 -0.60 0.58 0.44 0.3966
H 7.4917 -5.2635 3.3958 -0.20 -0.36 0.37 0.3315
H 9.5618 -5.8607 1.1988 -0.47 -0.06 -0.18 0.3394
C 1.3194 1.4363 0.5806 0.66 -0.96 -1.22 -0.4915
O 2.3844 1.7480 -0.3497 -0.77 0.19 0.49 -0.4138
C 2.0294 2.8586 -1.2228 1.67 -0.66 1.66 -0.8425
C 1.0180 2.5240 -2.2320 -0.29 0.32 -0.86 -0.1174
N -0.3264 2.9332 -1.8014 -0.73 -1.28 -2.02 -0.4799
C -1.3576 2.3223 -2.7609 0.03 -1.05 1.19 -0.6135
C -1.2854 0.7604 -2.7223 1.31 0.23 -1.05 -0.6143
O -1.3080 0.2396 -1.4309 -1.35 -0.36 0.15 -0.2958
C -2.6482 0.1166 -0.9533 0.36 0.38 1.80 -0.8043
H 1.6279 0.6629 1.2841 0.85 0.73 0.54 0.2857
H 0.5847 0.8048 0.0811 -0.77 0.69 -0.47 0.0178
H 0.9234 2.3512 1.0213 -0.13 -0.19 0.25 0.3404
H 2.9687 3.0710 -1.7333 0.05 0.26 0.23 0.3211
H 1.7346 3.6682 -0.5552 -0.03 0.44 -0.29 0.3997
H 1.1888 1.4642 -2.4214 -0.39 -0.31 -0.02 0.2084
H 1.3039 3.0085 -3.1655 -0.35 0.29 -0.14 0.4502
H -0.4118 2.4070 -0.9435 -0.71 0.07 0.37 0.2950
H -1.2709 2.6466 -3.7979 0.55 0.23 0.12 0.3798
H -2.3753 2.5907 -2.4773 0.12 0.41 0.37 0.3312
H -0.3109 0.4584 -3.1060 0.04 0.06 -0.20 0.2841
H -1.9853 0.1935 -3.3361 -0.48 0.54 -0.29 0.4600
H -2.4862 0.3490 0.0992 -0.73 0.10 0.23 0.2702
H -3.1431 -0.8546 -0.9592 0.68 -0.55 -0.58 0.2885
H -3.3948 0.7956 -1.3653 0.43 0.43 -0.25 0.3412
C 0.9743 9.0634 -6.2316 -0.70 0.85 -0.37 -0.4695
O 1.2551 10.4727 -6.1246 0.66 -0.59 0.48 -0.5006
H 1.7668 8.3399 -6.0403 0.45 0.46 0.11 0.2529
H 0.1882 8.8772 -5.4998 -0.13 -0.16 -0.30 0.1982
H 0.6317 8.9524 -7.2604 -0.31 -0.69 0.10 0.2265
H 2.1674 10.6117 -6.3890 0.03 0.13 -0.03 0.2927
C 1.6887 3.2161 -9.5088 0.98 0.12 -1.28 -0.4591
O 1.0659 2.0079 -9.2266 -0.95 -0.89 1.02 -0.5077
H 1.1390 4.0726 -9.1186 -0.09 -0.22 0.09 0.1953
H 2.7190 3.2235 -9.1532 0.05 0.13 0.48 0.2308
H 1.8056 3.3131 -10.5882 -0.22 0.45 -0.19 0.2294
H 1.0900 1.3631 -9.9374 0.24 0.41 -0.11 0.3111
C -0.6129 -3.2356 4.2845 0.03 0.66 0.21 -0.5003
O -0.6920 -3.8504 5.5711 -0.41 -0.04 -0.66 -0.4949
H 0.4420 -3.3078 4.0198 -0.26 0.18 -0.31 0.2147
H -1.2679 -3.5677 3.4791 0.11 -1.30 0.12 0.2578
H -0.9603 -2.2025 4.2933 0.59 0.53 0.56 0.2406
H -1.6130 -3.8750 5.8409 -0.06 -0.02 0.08 0.2824



11
Properties=species:S:1:pos:R:3:forces:R:3:mulliken_charge:R:1 method="wB97M-V/def2-TZVPD" e_lumo_ev=0.990 e_tot_ha=-293.26726 smiles="C#C[C@H](F)C=C" homo_ev=-9.786
C 1.5691 1.1221 -1.4190 0.15 0.78 -0.04 0.2327
C 1.1417 0.4447 -0.5196 1.14 0.13 -0.27 -0.7980
C 0.6654 -0.2580 0.6906 1.08 1.45 -0.01 0.2720
F 0.9203 -1.6210 0.6000 -0.43 0.40 0.10 -0.2923
C -0.7968 0.1149 0.6626 -1.49 0.03 0.35 -0.1742
C -1.6249 -0.7258 0.0628 -0.83 0.22 -0.17 -0.6880
H 1.9634 1.8716 -2.1171 -0.47 -1.05 0.55 0.4163
H 1.2802 0.1410 1.5588 -1.03 -0.53 -0.78 0.2311
H -1.1936 1.1179 0.9645 1.00 -0.97 -0.01 0.3046
H -2.6909 -0.5701 -0.1651 0.65 0.30 0.43 0.2493
H -1.2338 -1.6373 -0.3186 0.22 -0.77 -0.16 0.2465



109
Properties=species:S:1:pos:R:3:forces:R:3:mulliken_charge:R:1 method="wB97M-V/def2-TZVPD" e_lumo_ev=0.313 e_tot_ha=-4962.49879 smiles="N#C[C@@H](CC(=O)F)[C@](S)(C#N)CCCI.CCOC(=O)C(F)(F)F.CCOC(=O)C(F)(F)F.CCOC(=O)C(F)(F)F.CCOC(=O)C(F)(F)F.CCOC(=O)C(F)(F)F.CCOC(=O)C(F)(F)F" homo_ev=-9.306
N 0.5986 -0.0880 0.4675 -0.37 -0.83 2.87 -0.4299
C 0.7663 0.2210 -0.6011 0.61 0.68 -4.02 -0.3746
C 0.9737 0.6359 -2.0291 0.62 0.77 0.20 0.3365
C 1.6982 -0.4670 -2.8426 -1.03 -1.19 0.59 -0.8334
C 1.8776 -0.1388 -4.3113 -1.04 -2.33 1.19 0.3822
O 2.3884 0.7897 -4.7505 1.68 3.09 -1.09 -0.4576
F 1.4070 -1.0724 -5.1775 -0.20 -0.43 0.55 -0.3165
C -0.3665 1.1679 -2.6603 -0.72 0.95 0.62 1.6118
S 0.0003 2.5623 -3.8512 0.29 0.23 -0.02 -0.1063
C -1.1415 1.8291 -1.5372 2.09 -2.20 -3.27 -0.8731
N -1.8317 2.0325 -0.6720 -1.82 1.21 2.42 -0.4762
C -1.2098 0.0933 -3.4239 -0.95 0.46 -0.04 -0.4295
C -2.7285 0.1166 -3.1004 0.11 -1.45 -0.49 -1.0827
C -3.1010 -0.7763 -1.8822 -0.27 1.12 -0.51 -1.0809
I -2.8096 -2.8815 -2.2873 0.07 0.54 0.12 0.0176
H 1.6569 1.5033 -1.9849 -0.30 -0.23 0.04 0.5574
H 1.1080 -1.3921 -2.7339 0.30 0.26 -0.23 0.3180
H 2.6656 -0.6933 -2.3666 -0.16 0.29 -0.41 0.7462
H -0.9779 3.4545 -3.5494 0.16 -0.57 0.24 0.2119
H -0.8710 -0.9439 -3.2853 0.11 0.42 0.15 0.0539
H -1.1291 0.3408 -4.4931 0.25 -0.25 0.39 0.3990
H -3.1607 1.1256 -3.0366 0.25 -0.25 0.30 0.4522
H -3.2196 -0.3672 -3.9653 0.14 0.37 0.24 0.4856
H -2.5329 -0.4623 -0.9982 -0.28 -0.51 -0.08 0.4597
H -4.1819 -0.6584 -1.7276 0.43 -0.19 0.28 0.4577
C 6.2207 -1.2054 -5.2169 0.18 -0.07 0.26 -1.1785
C 5.2455 -2.3179 -5.5416 -0.05 0.69 -0.33 -0.0280
O 5.7118 -3.5766 -5.0272 -0.03 -0.43 0.24 -0.3203
C 5.4848 -3.7908 -3.7340 -0.26 0.73 -0.60 0.3333
O 4.9379 -3.0276 -2.9914 0.05 -0.31 0.26 -0.5011
C 5.9896 -5.1812 -3.3353 0.46 -1.00 0.40 0.9029
F 7.2145 -5.4283 -3.8246 -0.18 0.25 -0.04 -0.2475
F 5.1731 -6.1410 -3.8015 -0.06 0.33 -0.07 -0.2564
F 6.0556 -5.3221 -2.0102 -0.14 0.30 -0.20 -0.2375
H 7.2186 -1.4545 -5.5813 -0.06 0.02 -0.11 0.3489
H 5.9002 -0.2698 -5.6757 -0.03 -0.05 -0.02 0.3874
H 6.3007 -1.0526 -4.1403 -0.10 0.04 -0.02 0.3020
H 5.1661 -2.4335 -6.6212 0.08 -0.30 0.07 0.3460
H 4.2457 -2.0988 -5.1655 0.06 -0.15 0.15 0.1376
C -1.2121 -4.3682 3.7649 -0.31 0.50 -0.20 -0.8939
C -2.0333 -5.4674 3.1276 0.70 -0.14 0.23 -0.2573
O -3.4147 -5.0787 3.0072 -0.50 0.02 -0.20 -0.3442
C -3.7072 -4.2907 1.9757 0.88 -0.43 0.32 0.3124
O -2.9242 -3.8865 1.1685 -0.38 0.20 -0.15 -0.4476
C -5.2114 -4.0020 1.9455 -1.04 0.31 0.01 0.9151
F -5.6863 -3.6778 3.1589 0.26 -0.07 -0.09 -0.2561
F -5.9014 -5.0751 1.5231 0.31 0.01 0.03 -0.2719
F -5.5062 -2.9905 1.1228 0.32 -0.15 0.05 -0.2242
H -1.6415 -4.0758 4.7251 0.05 -0.14 0.04 0.3027
H -0.1925 -4.6948 3.9210 0.00 0.05 -0.15 0.2235
H -1.1946 -3.4771 3.1359 0.01 -0.07 -0.07 0.3641
H -2.0193 -6.3560 3.7574 -0.30 0.05 0.01 0.3081
H -1.6307 -5.7544 2.1556 -0.18 0.16 -0.08 0.3181
C -1.4846 9.6439 -3.9531 0.33 -0.05 0.08 -1.1123
C -2.0317 8.4335 -4.6805 -0.46 0.51 0.22 -0.2077
O -0.9678 7.6399 -5.2363 0.28 -0.39 -0.13 -0.3063
C -0.3509 6.8173 -4.3923 -0.78 0.62 0.09 0.3321
O -0.6070 6.6947 -3.2305 0.30 -0.34 -0.03 -0.5051
C 0.7170 6.0093 -5.1348 1.19 -0.63 -0.62 0.8442
F 1.4646 6.7742 -5.9438 -0.29 0.19 0.17 -0.2585
F 0.1623 5.0559 -5.9065 -0.31 0.20 0.24 -0.2315
F 1.5591 5.3954 -4.2995 -0.41 0.27 0.16 -0.2134
H -0.8381 10.2254 -4.6124 -0.12 0.03 -0.05 0.3048
H -2.2978 10.2807 -3.6047 -0.02 -0.04 -0.04 0.3713
H -0.8844 9.3486 -3.0922 -0.11 -0.03 0.03 0.3220
H -2.6459 8.7523 -5.5211 0.21 -0.16 -0.16 0.3206
H -2.6625 7.8256 -4.0313 0.21 -0.12 0.03 0.3156
C 4.4872 -3.0688 7.0949 -0.14 -0.42 0.08 -0.9884
C 4.6691 -4.5719 7.1163 0.64 0.47 0.16 -0.3743
O 3.3974 -5.2338 7.2443 -0.37 -0.39 -0.09 -0.3141
C 2.6937 -5.3437 6.1217 0.93 0.41 0.18 0.4225
O 3.0324 -4.9383 5.0490 -0.42 -0.20 -0.14 -0.5208
C 1.3890 -6.0997 6.3849 -1.03 -0.50 0.30 0.8644
F 0.7633 -5.6682 7.4899 0.27 0.14 -0.14 -0.2650
F 1.6073 -7.4151 6.5497 0.26 0.22 -0.13 -0.2688
F 0.5314 -5.9592 5.3666 0.50 -0.16 0.27 -0.2577
H 3.9337 -2.7390 7.9750 0.12 -0.04 0.07 0.3384
H 5.4531 -2.5651 7.0758 0.00 -0.06 0.00 0.3520
H 3.9218 -2.7648 6.2254 0.10 -0.23 -0.13 0.3002
H 5.2596 -4.8680 7.9824 -0.27 -0.18 0.07 0.3506
H 5.1989 -4.9238 6.2305 -0.25 -0.05 -0.08 0.3204
C 3.2519 3.4567 4.2676 0.20 -0.08 0.28 -1.1515
C 2.2450 2.3440 4.0621 -0.09 0.60 -0.41 -0.1286
O 2.6683 1.1364 4.7197 0.02 -0.43 0.28 -0.3124
C 2.4325 1.0669 6.0268 -0.23 0.71 -0.74 0.0486
O 1.9112 1.9168 6.6862 0.08 -0.30 0.34 -0.5250
C 2.8904 -0.2920 6.5647 0.45 -0.90 0.43 1.2705
F 4.1126 -0.6306 6.1073 -0.38 0.82 -0.14 -0.2994
F 2.0415 -1.2672 6.1959 -0.07 0.34 -0.15 -0.2363
F 2.9508 -0.3094 7.8981 -0.10 0.34 -0.20 -0.2652
H 4.2444 3.1379 3.9447 -0.06 0.01 -0.12 0.3023
H 2.9639 4.3423 3.7011 -0.03 -0.05 -0.02 0.3866
H 3.3283 3.7302 5.3203 -0.11 0.04 -0.03 0.3242
H 2.1679 2.1035 3.0029 0.07 -0.29 0.10 0.2593
H 1.2501 2.6343 4.4004 0.07 -0.12 0.20 0.3270
C -6.1054 2.7109 0.9871 0.04 0.28 -0.23 -1.1323
C -6.9606 1.6639 0.3046 0.33 -0.17 0.64 -0.0499
O -7.7121 2.2364 -0.7829 -0.21 0.05 -0.44 -0.3297
C -7.0508 2.4004 -1.9243 0.22 -0.40 0.92 0.3655
O -5.9025 2.1187 -2.1043 -0.01 0.11 -0.46 -0.5073
C -7.9859 2.9683 -2.9968 -0.63 0.52 -0.79 0.9009
F -8.7261 3.9856 -2.5295 0.21 -0.17 0.14 -0.2495
F -8.8368 2.0283 -3.4411 0.23 -0.06 0.23 -0.2638
F -7.3082 3.4241 -4.0536 0.14 -0.18 0.30 -0.2375
H -6.7193 3.5535 1.3098 -0.05 -0.10 0.09 0.3219
H -5.6027 2.2867 1.8561 -0.04 -0.04 -0.03 0.3816
H -5.3477 3.1049 0.3093 0.06 -0.13 0.03 0.2879
H -7.6932 1.2677 1.0060 -0.20 0.10 -0.21 0.3061
H -6.3616 0.8229 -0.0463 -0.01 0.13 -0.20 0.2043